The following is a DFT calculation (ωB97M-V/def2-TZVPD) of one molecule with the formula C6H10 in a non-equilibrium geometry.

XYZ file:
```
16
Properties=species:S:1:pos:R:3:nbo_charge:R:1
C 0.96 1.15 2.20 -0.61
C 0.30 -0.06 1.39 -0.47
C -0.53 -0.04 0.20 -0.12
C -0.75 -1.11 -0.61 -0.25
C -0.95 -1.06 -2.06 -0.22
C -0.28 -0.07 -2.75 -0.38
H 0.37 2.15 2.10 0.21
H 0.96 1.10 3.30 0.22
H 2.00 1.47 1.91 0.21
H 0.90 -0.88 1.11 0.22
H -0.31 -0.28 2.21 0.23
H -0.97 0.85 -0.12 0.19
H -0.24 -2.07 -0.25 0.18
H -1.25 -2.00 -2.70 0.22
H 0.34 0.60 -2.19 0.18
H -0.55 0.25 -3.73 0.20
```

Results
E_LUMO = 0.80 eV
frontier orbital gap = 9.319 eV
SMILES = C=C/C=C/CC
total charge = 0
E_tot = -6380.7872 eV


The following is a DFT calculation (ωB97M-V/def2-TZVPD) of one molecule with the formula C6H10 in a non-equilibrium geometry.

XYZ file:
```
16
Properties=species:S:1:pos:R:3:nbo_charge:R:1
C -1.47 0.49 0.41 -0.43
C -0.51 0.89 -0.68 -0.23
C 0.94 1.06 -0.22 -0.40
C 1.32 -0.29 0.50 -0.41
C 0.20 -1.39 0.11 -0.43
C -0.88 -0.56 -0.50 -0.23
H -1.17 0.56 1.46 0.21
H -2.52 0.71 0.23 0.22
H -0.86 1.50 -1.50 0.22
H 1.57 1.28 -1.09 0.21
H 1.07 1.93 0.45 0.21
H 1.44 -0.12 1.57 0.21
H 2.33 -0.57 0.15 0.22
H -0.55 -2.13 0.63 0.22
H 0.67 -2.14 -0.53 0.20
H -1.59 -1.21 -1.00 0.22
```

Results
E_LUMO = 1.22 eV
frontier orbital gap = 10.620 eV
SMILES = C1C[C@@H]2C[C@@H]2C1
total charge = 0
E_tot = -6382.3250 eV


The following is a DFT calculation (ωB97M-V/def2-TZVPD) of one molecule with the formula C6H10.

XYZ file:
```
16
Properties=species:S:1:pos:R:3:nbo_charge:R:1
C 2.30 0.46 0.10 -0.59
C 1.24 -0.51 0.59 -0.48
C 0.08 -0.49 -0.30 0.14
C -2.25 -0.51 -0.38 -0.65
C -1.02 0.32 -0.16 -0.26
C -0.94 1.67 0.21 -0.21
H 2.64 0.17 -0.90 0.20
H 1.85 1.46 0.05 0.24
H 3.15 0.44 0.78 0.21
H 1.65 -1.52 0.65 0.22
H 0.89 -0.21 1.58 0.23
H 0.02 -1.28 -1.07 0.19
H -3.03 -0.19 0.30 0.23
H -2.59 -0.40 -1.40 0.22
H -2.04 -1.57 -0.19 0.20
H -1.94 2.17 0.15 0.12
```

Results
E_LUMO (alpha / beta) = -0.83 / -0.81 eV
frontier orbital gap (alpha / beta) = 6.869 / 7.232 eV
total charge = 0
E_tot = -6379.2050 eV


The following is a DFT calculation (ωB97M-V/def2-TZVPD) of one molecule with the formula C6H10 in a non-equilibrium geometry.

XYZ file:
```
16
Properties=species:S:1:pos:R:3:nbo_charge:R:1
C 1.99 0.35 0.26 -0.61
C 0.81 -0.57 0.53 -0.38
C -0.47 -0.21 -0.26 -0.31
C -1.58 -1.24 -0.01 -0.59
C -0.89 1.19 -0.25 0.01
C -1.13 2.27 -0.73 -0.27
H 2.28 0.31 -0.80 0.20
H 1.74 1.39 0.50 0.22
H 2.86 0.06 0.86 0.21
H 1.08 -1.60 0.28 0.20
H 0.59 -0.58 1.61 0.20
H -0.26 -0.09 -1.34 0.24
H -1.89 -1.28 1.04 0.21
H -2.47 -1.03 -0.61 0.22
H -1.23 -2.25 -0.28 0.21
H -1.43 3.28 -0.83 0.23
```

Results
E_LUMO = 1.03 eV
frontier orbital gap = 10.683 eV
SMILES = C#C[C@H](C)CC
total charge = 0
E_tot = -6381.9547 eV


The following is a DFT calculation (ωB97M-V/def2-TZVPD) of one molecule with the formula C6H10.

XYZ file:
```
16
Properties=species:S:1:pos:R:3:nbo_charge:R:1
C 1.77 0.67 0.10 -0.60
C 1.31 -0.79 0.08 -0.39
C -0.08 -1.64 -1.65 0.23
C -0.08 -1.00 -0.51 -0.37
C -1.35 -0.57 0.19 -0.41
C -1.72 0.91 -0.01 -0.60
H 1.74 1.10 -0.91 0.22
H 1.15 1.29 0.75 0.20
H 2.80 0.74 0.46 0.22
H 2.04 -1.38 -0.49 0.22
H 1.30 -1.21 1.09 0.21
H -1.23 -0.78 1.26 0.21
H -2.18 -1.19 -0.16 0.22
H -1.83 1.13 -1.08 0.21
H -2.67 1.13 0.49 0.21
H -0.96 1.58 0.39 0.20
```

Results
E_LUMO = 0.07 eV
frontier orbital gap = 9.753 eV
total charge = 0
E_tot = -6380.5069 eV


The following is a DFT calculation (ωB97M-V/def2-TZVPD) of a 2-piece molecular cluster, C6H10 overall.

XYZ file:
```
16
Properties=species:S:1:pos:R:3:nbo_charge:R:1
C 2.52 -0.41 -0.21 -0.18
C -0.93 -1.62 -0.65 -0.43
C -0.82 -0.40 -0.15 0.04
C -0.62 0.98 -0.76 -0.45
C 0.08 1.38 0.57 -0.39
C -0.57 0.15 1.25 -0.45
H 2.17 -0.54 -1.26 0.08
H 2.14 -1.35 0.26 0.08
H -0.96 -2.50 -0.01 0.20
H -1.00 -1.79 -1.72 0.20
H -1.57 1.50 -0.89 0.22
H -0.05 1.04 -1.69 0.21
H -0.15 2.37 0.98 0.21
H 1.17 1.27 0.50 0.22
H -1.51 0.41 1.75 0.22
H 0.04 -0.45 1.93 0.21
```

Results
E_LUMO (alpha / beta) = -0.83 / -0.82 eV
frontier orbital gap (alpha / beta) = 8.645 / 8.528 eV
total charge = 0
E_tot = -6378.0080 eV


The following is a DFT calculation (ωB97M-V/def2-TZVPD) of one molecule with the formula C6H10.

XYZ file:
```
16
Properties=species:S:1:pos:R:3:nbo_charge:R:1
C -0.20 -1.39 -0.28 -0.61
C 0.57 -0.11 -0.59 -0.20
C -0.12 0.68 -1.69 -0.61
C 0.83 0.76 0.67 -0.49
C -0.24 0.75 1.68 0.01
C -0.97 0.60 2.63 -0.27
H -0.30 -2.01 -1.18 0.21
H -1.21 -1.15 0.07 0.21
H 0.28 -2.00 0.49 0.21
H 1.57 -0.40 -0.96 0.20
H 0.44 1.58 -1.96 0.21
H -0.23 0.07 -2.60 0.21
H -1.13 0.99 -1.38 0.21
H 1.70 0.39 1.21 0.24
H 1.07 1.78 0.36 0.23
H -1.54 0.43 3.51 0.24
```

Results
E_LUMO = 1.06 eV
frontier orbital gap = 10.913 eV
SMILES = C#CCC(C)C
total charge = 0
E_tot = -6382.3626 eV


The following is a DFT calculation (ωB97M-V/def2-TZVPD) of one molecule with the formula C6H10 in a non-equilibrium geometry.

XYZ file:
```
16
Properties=species:S:1:pos:R:3:nbo_charge:R:1
C -1.02 2.17 1.89 -0.64
C -0.58 0.92 1.16 -0.16
C -0.07 0.97 -0.06 -0.23
C 0.66 -0.14 -0.72 -0.22
C 0.36 -1.44 -0.61 -0.17
C 0.70 -2.42 -1.71 -0.64
H -0.39 3.02 1.63 0.21
H -2.04 2.41 1.61 0.22
H -0.95 2.04 2.97 0.21
H -0.68 0.00 1.72 0.19
H -0.02 1.89 -0.64 0.20
H 1.62 0.11 -1.16 0.20
H -0.46 -1.66 0.08 0.18
H 1.08 -1.82 -2.54 0.21
H -0.14 -3.01 -2.06 0.22
H 1.45 -3.15 -1.38 0.21
```

Results
E_LUMO = 1.15 eV
frontier orbital gap = 9.396 eV
SMILES = C/C=C/C=C/C
total charge = 0
E_tot = -6382.3962 eV


The following is a DFT calculation (ωB97M-V/def2-TZVPD) of one molecule with the formula C6H10 in a non-equilibrium geometry.

XYZ file:
```
16
Properties=species:S:1:pos:R:3:nbo_charge:R:1
C -1.50 0.51 0.59 -0.44
C -0.61 0.99 -0.55 -0.27
C 0.88 0.85 -0.39 -0.41
C 1.22 -0.19 0.67 -0.43
C 0.50 -1.32 -0.10 -0.47
C -1.05 -0.42 -0.53 -0.19
H -0.99 0.45 1.54 0.21
H -2.56 0.79 0.69 0.22
H -0.95 1.72 -1.29 0.22
H 0.91 -0.10 -1.18 0.25
H 1.46 1.80 -0.38 0.22
H 0.86 -0.05 1.69 0.20
H 2.31 -0.29 0.71 0.22
H 0.00 -2.12 0.40 0.21
H 1.34 -1.85 -0.66 0.24
H -1.84 -0.77 -1.20 0.22
```

Results
E_LUMO = 1.22 eV
frontier orbital gap = 10.717 eV
SMILES = C1C[C@@H]2C[C@@H]2C1
total charge = 0
E_tot = -6379.9037 eV


The following is a DFT calculation (ωB97M-V/def2-TZVPD) of one molecule with the formula C6H10.

XYZ file:
```
16
Properties=species:S:1:pos:R:3:nbo_charge:R:1
C 1.86 -0.26 0.32 -0.61
C 0.45 0.10 -0.07 -0.03
C -0.13 1.48 0.01 -0.42
C -0.78 0.38 0.81 -0.23
C -1.64 -0.52 -0.07 -0.40
C -0.40 -0.81 -0.95 -0.39
H 2.45 0.60 0.67 0.21
H 2.43 -0.72 -0.50 0.22
H 1.80 -1.00 1.12 0.21
H 0.47 2.14 0.63 0.22
H -0.64 1.96 -0.82 0.20
H -0.91 0.49 1.88 0.21
H -1.98 -1.41 0.46 0.21
H -2.49 -0.05 -0.56 0.20
H -0.47 -0.54 -2.01 0.20
H -0.07 -1.85 -0.88 0.20
```

Results
E_LUMO = 1.18 eV
frontier orbital gap = 10.448 eV
SMILES = C[C@@]12CC[C@@H]1C2
total charge = 0
E_tot = -6382.5413 eV